Molecular formula: C16H53N2O10
Method: DFT, ωB97M-V/def2-TZVPD

Calculated values
F_max: 4.3 eV/A
net charge: -1
M: 433.60 g/mol
HOMO energy: -2.28 eV

CARTESIAN COORDINATES (ANGSTROEM)
C  -19.244  22.524  1.307
C  -19.943  21.630  0.377
O  -21.222  21.120  0.691
H  -19.233  22.058  2.292
H  -19.722  23.503  1.345
H  -18.311  22.776  0.802
H  -19.250  20.800  0.240
H  -20.108  22.022  -0.626
C  -16.748  22.455  8.026
C  -18.261  21.898  7.941
O  -18.383  21.100  9.048
H  -16.461  22.684  7.000
H  -16.070  21.736  8.485
H  -16.497  23.393  8.521
H  -18.481  21.287  7.066
H  -18.990  22.709  7.949
H  -17.866  21.357  9.815
C  -14.240  24.328  -2.911
C  -13.512  23.265  -3.859
O  -12.926  23.738  -5.036
H  -13.534  25.072  -2.542
H  -14.516  23.907  -1.945
H  -15.143  24.799  -3.299
H  -14.049  22.319  -3.938
H  -12.654  22.902  -3.293
H  -12.296  23.176  -5.493
C  -18.444  21.696  -7.091
C  -18.514  20.194  -7.234
O  -19.818  19.942  -6.928
H  -18.752  22.132  -6.141
H  -18.855  22.291  -7.907
H  -17.412  22.047  -7.122
H  -17.797  19.899  -6.469
H  -18.317  19.834  -8.244
H  -19.861  19.026  -6.645
C  -20.240  28.812  -4.894
C  -20.446  28.499  -3.433
C  -19.377  29.395  -2.652
O  -18.946  28.911  -1.420
C  -19.953  28.899  -0.410
N  -21.884  28.820  -3.083
H  -20.977  28.419  -5.594
H  -19.263  28.481  -5.248
H  -20.282  29.899  -4.967
H  -20.299  27.439  -3.226
H  -19.848  30.367  -2.503
H  -18.556  29.653  -3.321
H  -20.033  29.950  -0.130
H  -19.646  28.297  0.445
H  -20.931  28.553  -0.746
H  -22.551  28.391  -3.709
H  -22.062  29.800  -3.249
C  -15.141  16.265  -0.343
C  -14.265  15.199  -1.019
C  -14.331  15.392  -2.568
O  -13.545  14.311  -3.267
C  -14.262  13.135  -3.153
N  -12.913  15.371  -0.634
H  -15.231  17.241  -0.819
H  -14.818  16.411  0.688
H  -16.133  15.821  -0.257
H  -14.540  14.208  -0.659
H  -13.783  16.314  -2.760
H  -15.276  15.630  -3.055
H  -14.252  12.634  -2.186
H  -14.105  12.397  -3.940
H  -15.334  13.325  -3.208
H  -12.451  14.675  -1.202
H  -12.584  16.280  -0.927
O  -24.415  24.614  -0.568
H  -23.572  24.291  -0.251
H  -24.401  25.551  -0.374
O  -22.799  23.664  3.800
H  -22.093  24.290  3.963
H  -22.417  23.021  3.203
O  -22.913  16.545  -1.475
H  -22.335  17.063  -0.916
H  -22.482  15.693  -1.541
O  -23.684  21.773  -4.474
H  -22.947  21.370  -4.932
H  -23.662  22.691  -4.745

Atom charges from the Mulliken analysis, given in e for atoms 1 to 4: atom 1 (C): -0.75, atom 2 (C): -0.36, atom 3 (O): -0.90, atom 4 (H): 0.18



Molecular formula: C43H46AsF6GdN3O3S
Method: DFT, ωB97M-V/def2-TZVPD

Calculated values
F_max: 3.8 eV/A
net charge: +1
M: 1031.09 g/mol
spin multiplicity: 8
HOMO energy (alpha / beta): -9.78 / -10.18 eV

CARTESIAN COORDINATES (ANGSTROEM)
Gd  2.535  -0.644  0.570
C  0.113  -4.539  -0.384
C  -0.358  -4.351  -1.729
C  0.143  -3.283  -2.445
C  1.123  -2.453  -1.839
N  1.491  -2.554  -0.553
C  1.035  -3.640  0.184
C  1.865  -1.442  -2.644
C  1.881  -1.547  -4.041
C  2.300  -0.474  -4.859
C  2.813  0.646  -4.214
C  2.777  0.778  -2.810
C  2.356  -0.273  -2.062
H  -0.195  -5.402  0.213
H  -1.079  -4.982  -2.176
H  -0.262  -3.029  -3.441
H  1.453  -3.827  1.206
H  1.399  -2.450  -4.507
H  2.336  -0.509  -5.911
H  3.319  1.454  -4.803
H  3.206  1.705  -2.407
O  1.463  -1.263  2.384
S  1.660  -0.360  3.701
C  3.191  -1.030  4.483
C  2.829  -2.210  5.412
C  1.427  -1.946  5.933
C  0.558  -1.252  4.830
H  3.585  -0.198  5.033
H  3.863  -1.358  3.656
H  3.435  -2.237  6.292
H  2.966  -3.182  4.856
H  1.475  -1.315  6.792
H  0.932  -2.894  6.154
H  -0.015  -0.457  5.285
H  -0.169  -1.958  4.330
C  0.134  2.446  -1.487
N  1.426  3.071  -1.217
C  1.825  4.170  -2.062
C  3.225  4.694  -1.738
C  3.222  4.883  -0.255
N  2.939  3.655  0.464
C  3.533  3.462  1.763
C  2.095  2.749  -0.069
O  1.864  1.559  0.418
H  0.024  2.271  -2.605
H  -0.675  3.046  -1.105
H  0.059  1.438  -1.044
H  1.082  5.037  -1.965
H  1.704  3.751  -3.073
H  3.278  5.648  -2.323
H  3.963  3.994  -2.107
H  2.528  5.640  0.027
H  4.208  5.220  0.092
H  3.856  4.405  2.157
H  4.247  2.638  1.741
H  2.721  3.092  2.483
C  6.869  -1.051  1.409
C  5.891  -0.572  0.339
O  4.606  -0.552  0.893
C  5.917  -1.520  -0.841
F  7.070  -1.482  -1.592
F  4.887  -1.297  -1.698
F  5.739  -2.788  -0.445
C  6.357  0.791  -0.186
F  7.751  0.983  -0.243
F  5.816  1.173  -1.362
F  5.887  1.709  0.728
H  6.580  -2.008  1.878
H  6.749  -0.388  2.291
H  7.880  -1.156  1.008
C  -7.778  -3.847  0.710
C  -6.548  -4.131  0.163
C  -5.602  -3.114  -0.019
C  -5.879  -1.779  0.277
C  -7.171  -1.501  0.712
C  -8.086  -2.543  1.024
As  -4.373  -0.409  0.059
C  -5.114  1.109  1.053
C  -5.208  2.382  0.457
C  -5.109  3.511  1.227
C  -4.848  3.464  2.618
C  -4.769  2.203  3.199
C  -5.035  1.058  2.429
C  -4.754  -0.035  -1.863
C  -3.801  -0.481  -2.770
C  -4.056  -0.488  -4.166
C  -5.305  -0.040  -4.603
C  -6.278  0.341  -3.663
C  -6.011  0.367  -2.291
H  -8.489  -4.626  0.913
H  -6.266  -5.079  -0.218
H  -4.639  -3.318  -0.350
H  -7.549  -0.489  0.846
H  -9.079  -2.155  1.358
H  -5.327  2.559  -0.602
H  -5.216  4.454  0.752
H  -4.781  4.378  3.260
H  -4.545  2.172  4.261
H  -5.259  0.162  2.990
H  -2.787  -0.720  -2.364
H  -3.258  -0.760  -4.885
H  -5.635  -0.146  -5.659
H  -7.315  0.575  -3.971
H  -6.837  0.693  -1.645

Atom charges from the Mulliken analysis, given in e for atoms 1 to 4: atom 1 (Gd): 0.48, atom 2 (C): -0.92, atom 3 (C): -0.45, atom 4 (C): -0.84



Molecular formula: C6H7NO
Method: DFT, ωB97M-V/def2-TZVPD

Calculated values
F_max: 14.4 eV/A
M: 109.13 g/mol
HOMO energy: -7.98 eV
SMILES: C=Cc1cc[nH]c1O

CARTESIAN COORDINATES (ANGSTROEM)
C  -0.530  0.838  -0.203
C  -2.036  -0.714  0.029
C  -1.001  -1.346  -0.086
C  0.064  -0.426  -0.088
C  1.500  -0.737  0.184
C  2.485  0.028  -0.181
H  0.800  2.399  -0.163
H  -2.640  1.252  -0.343
H  -3.187  -1.079  0.273
H  -0.694  -2.433  -0.252
H  1.815  -1.494  0.939
H  3.332  -0.053  0.172
H  2.254  1.010  -0.508
N  -1.892  0.564  0.038
O  -0.270  2.189  0.190

Atom charges from the Mulliken analysis, given in e for atoms 1 to 4: atom 1 (C): 0.00, atom 2 (C): -0.28, atom 3 (C): -0.62, atom 4 (C): 0.62



Molecular formula: C16H23N3O3
Method: DFT, ωB97M-V/def2-TZVPD

Calculated values
F_max: 17.4 eV/A
M: 305.38 g/mol
HOMO energy: -8.18 eV

CARTESIAN COORDINATES (ANGSTROEM)
C  7.629  0.047  -0.668
C  6.456  0.550  -1.409
H  6.176  -0.004  -2.263
H  6.482  1.551  -1.790
O  5.250  0.448  -0.628
C  4.524  -0.629  -0.188
O  4.732  -1.703  -0.652
N  3.633  -0.403  0.619
C  3.160  0.856  1.210
H  3.959  1.569  1.036
C  1.755  1.364  0.798
N  0.813  0.171  1.016
C  -0.464  0.193  0.873
C  -0.967  0.755  -0.412
C  -2.480  0.967  -0.525
O  -2.962  2.083  -0.195
N  -3.210  -0.301  -0.348
C  -4.675  -0.307  -0.237
C  -5.079  -1.429  -0.404
C  -6.580  -1.669  -0.146
C  -7.438  -0.624  -0.253
C  -6.969  0.750  0.016
C  -5.489  0.961  -0.160
H  -5.129  1.889  -0.025
H  -7.502  1.684  -0.303
H  -8.376  -0.738  -0.113
H  -6.949  -2.900  -0.284
H  -4.492  -2.233  -0.452
H  -2.843  -1.061  -0.359
H  -0.435  1.503  -0.770
H  -0.782  -0.078  -1.147
H  -1.072  -0.499  1.270
H  -0.668  1.289  1.628
C  1.325  -1.284  0.462
C  2.710  -1.581  1.003
H  3.167  -2.202  0.536
H  2.727  -1.678  1.908
H  0.646  -1.932  1.012
H  1.375  -1.024  -0.599
H  1.335  2.207  1.348
H  1.958  1.253  -0.149
H  3.031  0.792  2.633
H  7.335  -1.020  -0.388
H  7.790  0.524  0.129
H  8.286  0.132  -1.544

Atom charges from the Mulliken analysis, given in e for atoms 1 to 4: atom 1 (C): -1.02, atom 2 (C): -0.48, atom 3 (H): 0.38, atom 4 (H): 0.38



Molecular formula: C31H22BrCl3CoFN5O2
Method: DFT, ωB97M-V/def2-TZVPD

Calculated values
F_max: 0.8 eV/A
M: 760.74 g/mol
spin multiplicity: 2
HOMO energy (alpha / beta): -7.04 / -6.99 eV

CARTESIAN COORDINATES (ANGSTROEM)
Co  0.387  -0.005  -1.270
C  3.612  1.664  -1.075
O  2.538  1.104  -0.347
C  2.809  0.384  0.769
C  4.020  0.479  1.446
C  4.226  -0.211  2.631
C  3.215  -1.006  3.143
C  2.013  -1.111  2.462
C  1.783  -0.431  1.268
N  0.535  -0.533  0.544
N  -0.369  -1.125  1.201
C  -1.656  -1.243  0.801
C  -2.218  -0.615  -0.356
O  -1.550  0.089  -1.163
C  -3.624  -0.808  -0.618
C  -4.391  -1.570  0.180
C  -3.869  -2.214  1.353
C  -4.696  -2.996  2.180
C  -4.201  -3.596  3.309
C  -2.850  -3.423  3.642
C  -2.023  -2.666  2.845
C  -2.510  -2.044  1.676
H  4.107  2.462  -0.516
H  3.173  2.083  -1.978
H  4.336  0.895  -1.352
H  4.809  1.104  1.053
H  5.171  -0.113  3.151
H  3.360  -1.553  4.067
H  1.229  -1.742  2.847
H  -4.025  -0.327  -1.502
H  -5.441  -1.713  -0.059
H  -5.740  -3.116  1.909
H  -4.846  -4.194  3.940
H  -2.455  -3.888  4.536
H  -0.983  -2.535  3.103
Br  0.204  5.722  3.905
C  0.181  4.671  2.333
C  -0.198  3.341  2.402
C  -0.200  2.577  1.247
C  0.169  3.125  0.026
C  0.552  4.465  -0.020
C  0.555  5.241  1.127
N  0.169  2.266  -1.100
C  0.060  2.719  -2.265
C  0.113  1.807  -3.420
C  0.007  2.273  -4.716
C  0.068  1.368  -5.764
C  0.234  0.027  -5.474
C  0.333  -0.362  -4.145
N  0.274  0.510  -3.149
H  -0.484  2.905  3.349
H  -0.513  1.541  1.286
H  0.887  4.911  -0.949
H  0.854  6.280  1.084
H  -0.109  3.778  -2.469
H  -0.125  3.335  -4.888
H  -0.006  1.704  -6.790
H  0.292  -0.716  -6.258
H  0.478  -1.394  -3.852
Cl  1.327  -4.000  0.805
C  0.236  -4.702  -0.388
Cl  -1.124  -5.495  0.425
Cl  1.102  -5.866  -1.408
C  -0.288  -3.629  -1.230
N  -0.686  -2.711  -1.786
F  1.764  -1.173  -1.742

Atom charges from the Mulliken analysis, given in e for atoms 1 to 4: atom 1 (Co): -0.03, atom 2 (C): -1.14, atom 3 (O): 0.23, atom 4 (C): 0.15



Molecular formula: C2H30CdO20
Method: DFT, ωB97M-V/def2-TZVPD

Calculated values
F_max: 5.8 eV/A
M: 486.65 g/mol
HOMO energy: -9.18 eV

CARTESIAN COORDINATES (ANGSTROEM)
Cd  -2.547  0.133  -1.682
C  -1.672  2.125  -3.337
O  -1.279  0.993  -3.583
O  -1.200  3.177  -4.019
O  -2.452  2.200  -2.401
H  -0.461  3.109  -4.593
C  -0.334  -0.045  -0.215
O  -0.863  1.038  -0.358
O  0.551  -0.147  0.814
O  -0.532  -0.917  -1.099
H  1.105  -0.832  0.971
O  3.576  -2.904  0.577
H  3.652  -1.952  0.679
H  3.926  -3.043  -0.291
O  1.156  -2.777  1.451
H  0.533  -3.156  0.904
H  2.056  -2.952  1.173
O  2.764  1.556  3.061
H  2.671  1.040  2.284
H  3.318  1.105  3.689
O  -3.125  -1.401  -0.164
H  -3.555  -2.261  -0.258
H  -3.184  -0.951  0.711
O  0.505  -1.230  3.647
H  1.060  -1.579  2.955
H  0.856  -1.418  4.506
O  -2.173  -0.219  2.150
H  -1.308  -0.529  2.189
H  -2.367  0.515  2.656
O  -0.596  4.117  -1.090
H  0.232  4.203  -0.639
H  -0.510  3.255  -1.479
O  -3.038  3.850  0.165
H  -2.206  3.655  -0.243
H  -3.394  4.555  -0.340
O  -1.044  -3.617  -0.141
H  -1.442  -4.082  -0.875
H  -0.722  -2.749  -0.403
O  3.456  -0.270  1.090
H  3.515  -0.186  0.172
H  4.335  -0.561  1.413
O  1.898  2.332  -0.235
H  2.706  2.352  0.312
H  1.367  1.644  0.171
O  1.385  -2.533  -1.943
H  1.202  -3.459  -1.864
H  0.562  -2.031  -1.764
O  -0.556  2.721  1.605
H  -0.556  2.102  0.849
H  -0.388  2.127  2.395
O  -2.529  -1.724  -3.020
H  -2.476  -2.674  -2.856
H  -1.875  -1.696  -3.716

Atom charges from the Mulliken analysis, given in e for atoms 1 to 4: atom 1 (Cd): 0.88, atom 2 (C): 0.80, atom 3 (O): -0.72, atom 4 (O): -0.44